Record 1
This record from the Open Molecules 2025 dataset describes a molecular structure, C2H4FN2O in a non-equilibrium geometry. The level of theory is ωB97M-V with the def2-TZVPD basis set.

Energy above the lowest of the compared OMol25 structures with the same formula, charge and spin: 44.0 kcal per mole
Orbital gap: 0.3751 Eh
Lowest unoccupied orbital energy: -6.041 eV

Geometry as ORCA input:
```
! RIJCOSX wB97M-V def2-TZVPD def2/J DEFGRID3
* xyz 1 1
C 0.39 0.58 1.48
C -0.18 -0.71 -1.53
N -1.09 0.04 0.41
N 1.30 0.77 2.16
O -0.98 0.24 -0.89
F 1.02 -0.34 -1.10
H -1.76 0.65 0.77
H -0.58 -1.79 -1.23
H -0.34 -0.31 -2.56
H 2.22 0.87 2.50
*
```

Record 2
This record from the Open Molecules 2025 dataset describes C4H9NO2 in the gas phase in a non-equilibrium geometry. The level of theory is ωB97M-V with the def2-TZVPD basis set.

Energy above the lowest of the compared OMol25 structures with the same formula, charge and spin: 69.5 kcal per mole
Orbital gap: 0.3684 Eh
SMILES string: O=CNCCCO
Lowest unoccupied orbital energy: 0.671 eV

Geometry as ORCA input:
```
! RIJCOSX wB97M-V def2-TZVPD def2/J DEFGRID3
* xyz 0 1
O -1.24 0.00 3.49
C -0.48 -0.22 2.57
N -0.91 0.07 1.22
C -0.60 -0.76 0.00
C 0.78 -0.41 -0.58
C 0.80 0.69 -1.64
O -0.05 1.86 -1.47
H 0.51 -0.87 2.66
H -0.94 1.08 1.03
H -1.40 -0.80 -0.74
H -0.34 -1.81 0.45
H 1.54 -0.33 0.19
H 0.96 -1.40 -0.94
H 0.58 0.11 -2.56
H 1.72 1.11 -2.00
H -0.93 1.68 -1.67
*
```

Record 3
This record from the Open Molecules 2025 dataset describes C16H19ClN2 in the gas phase in a non-equilibrium geometry. The level of theory is ωB97M-V with the def2-TZVPD basis set.

Orbital gap: 0.3082 Eh
SMILES string: CCCc1[nH]c2ccc(Cl)cc2c1C1=CCNCC1
Lowest unoccupied orbital energy: 0.735 eV

Geometry as ORCA input:
```
! RIJCOSX wB97M-V def2-TZVPD def2/J DEFGRID3
* xyz 0 1
C 1.27 0.03 5.10
C 1.34 0.01 3.53
C 0.05 -0.02 2.82
C 0.00 0.97 1.70
N -0.17 2.32 1.94
C -0.05 3.06 0.76
C -0.20 4.44 0.59
C 0.06 5.00 -0.67
C 0.20 4.15 -1.77
Cl 0.77 4.61 -3.32
C 0.20 2.73 -1.57
C 0.18 2.18 -0.28
C 0.15 0.81 0.34
C 0.46 -0.44 -0.41
C 1.36 -1.32 0.04
C 1.86 -2.48 -0.75
N 1.36 -2.41 -2.15
C -0.10 -2.09 -2.27
C -0.33 -0.67 -1.63
H 0.94 -1.07 5.35
H 2.32 0.22 5.40
H 0.54 0.77 5.54
H 2.00 -0.83 3.08
H 1.81 1.02 3.17
H -0.82 0.19 3.44
H -0.08 -0.99 2.42
H -0.19 2.78 2.87
H -0.18 5.16 1.45
H -0.11 6.02 -0.93
H 0.23 1.98 -2.43
H 1.64 -1.23 1.08
H 2.98 -2.56 -0.73
H 1.34 -3.43 -0.48
H 1.49 -3.41 -2.41
H -0.60 -2.75 -1.63
H -0.50 -2.16 -3.32
H 0.17 -0.05 -2.39
H -1.30 -0.43 -1.37
*
```

Record 4
This record from the Open Molecules 2025 dataset describes a molecular structure, C6H12F5NaO3S in a non-equilibrium geometry. The level of theory is ωB97M-V with the def2-TZVPD basis set.

Energy above the lowest of the compared OMol25 structures with the same formula, charge and spin: 10.5 kcal per mole
Orbital gap: 0.2111 Eh
Lowest unoccupied orbital energy: 4.414 eV

Geometry as ORCA input:
```
! RIJCOSX wB97M-V def2-TZVPD def2/J DEFGRID3
* xyz -2 1
Na -16.95 8.65 1.25
F -14.78 7.95 2.05
F -17.00 10.58 2.64
C -17.24 8.16 -1.72
O -18.33 8.32 -0.74
O -16.14 8.44 -1.19
C -17.35 6.81 -2.50
F -17.61 7.03 -3.82
F -16.22 6.11 -2.49
F -18.33 5.96 -2.10
C -19.65 8.42 -1.18
C -20.58 8.22 -0.02
H -20.39 8.96 0.76
H -21.61 8.42 -0.33
H -20.44 7.26 0.47
H -19.86 7.66 -1.94
H -19.81 9.39 -1.68
H -17.49 8.95 -2.49
C -15.76 11.76 0.06
S -17.20 12.81 0.22
O -17.10 13.77 -0.93
C -18.41 11.57 -0.26
H -15.40 11.75 -0.97
H -15.80 10.75 0.44
H -14.99 12.27 0.64
H -18.17 11.23 -1.27
H -19.41 11.98 -0.16
H -18.30 10.70 0.38
*
```

Record 5
This record from the Open Molecules 2025 dataset describes a molecular structure, C22H18Cl3N5O2Zr in a non-equilibrium geometry. The level of theory is ωB97M-V with the def2-TZVPD basis set.

Energy above the lowest of the compared OMol25 structures with the same formula, charge and spin: 0.0 kcal per mole
Orbital gap: 0.2548 Eh
Lowest unoccupied orbital energy: -7.058 eV

Geometry as ORCA input:
```
! RIJCOSX wB97M-V def2-TZVPD def2/J DEFGRID3
* xyz 2 1
Zr -3.92 8.80 12.10
C -6.69 8.45 18.76
C -5.90 8.65 17.52
C -4.51 8.84 17.56
C -3.75 8.92 16.39
C -4.47 9.09 15.14
N -3.67 9.23 14.00
C -2.22 9.21 13.95
C -1.45 10.37 14.10
C -0.10 10.42 13.88
C 0.56 9.27 13.36
C 2.03 9.22 13.06
C -0.21 8.14 13.18
C -1.55 8.02 13.53
N -2.30 6.80 13.46
C -1.90 5.57 13.88
C -2.60 4.63 13.07
C -3.39 5.35 12.21
N -3.22 6.72 12.46
C -5.85 8.93 15.16
C -6.56 8.61 16.30
N -6.60 8.90 13.93
C -7.95 8.98 13.82
C -8.27 8.79 12.48
C -7.04 8.57 11.92
N -6.00 8.62 12.74
H -6.67 9.31 19.37
H -6.38 7.60 19.37
H -7.73 8.33 18.45
H -4.05 8.81 18.52
H -2.69 8.98 16.45
H -1.98 11.25 14.54
H 0.43 11.32 14.01
H 2.24 8.63 12.16
H 2.54 8.84 13.96
H 2.31 10.31 12.86
H 0.25 7.27 12.73
H -1.26 5.43 14.72
H -2.63 3.54 13.15
H -4.01 4.98 11.44
H -7.59 8.27 16.27
H -8.48 9.07 14.72
H -9.27 8.80 12.04
H -6.96 8.42 10.82
Cl -4.13 12.90 9.38
C -4.45 11.30 8.84
Cl -6.08 11.01 8.25
Cl -3.35 10.83 7.60
C -4.17 10.28 10.04
O -3.07 10.23 10.63
O -5.10 9.52 10.45
*
```

Record 6
This record from the Open Molecules 2025 dataset describes a molecular structure, FO2RuS in a non-equilibrium geometry. The level of theory is ωB97M-V with the def2-TZVPD basis set.

Orbital gap (spin up / spin down): 0.3125 / 0.3000 Eh
Expectation value of S²: 12.0212
Lowest unoccupied orbital energy (spin up / spin down): -5.789 / -8.308 eV

Geometry as ORCA input:
```
! RIJCOSX wB97M-V def2-TZVPD def2/J DEFGRID3
* xyz 1 7
Ru -1.99 0.75 -0.67
F 1.33 -1.20 -0.26
S 0.66 0.01 0.81
O -0.11 0.93 -0.09
O -2.61 -0.57 0.38
*
```

Record 7
This record from the Open Molecules 2025 dataset describes C3H3NO3 in the gas phase in a non-equilibrium geometry. The level of theory is ωB97M-V with the def2-TZVPD basis set.

Energy above the lowest of the compared OMol25 structures with the same formula, charge and spin: 144.3 kcal per mole
Orbital gap: 0.3553 Eh
SMILES string: O=C[C@@H]1OC=NO1
Lowest unoccupied orbital energy: -0.745 eV

Geometry as ORCA input:
```
! RIJCOSX wB97M-V def2-TZVPD def2/J DEFGRID3
* xyz 0 1
O -2.81 -0.29 0.21
C -1.67 0.13 -0.33
C -0.41 -0.09 0.29
O 0.52 1.03 0.10
C 1.72 0.26 -0.01
N 1.65 -1.05 0.05
O 0.00 -1.19 -0.16
H -1.65 0.62 -1.36
H -0.19 -0.12 1.52
H 2.84 0.70 -0.31
*
```

Record 8
This record from the Open Molecules 2025 dataset describes 11 unconnected molecules or ions with the total composition C47H55N11 in a non-equilibrium geometry. The level of theory is ωB97M-V with the def2-TZVPD basis set.

Energy above the lowest of the compared OMol25 structures with the same formula, charge and spin: 0.0 kcal per mole
Orbital gap: 0.3214 Eh
SMILES string: c1cc[nH]c1.c1cc[nH]c1.c1cc[nH]c1.c1cc[nH]c1.c1cc[nH]c1.c1cc[nH]c1.c1cc[nH]c1.c1cc[nH]c1.c1ccncc1.c1ccncc1.c1ccncc1
Lowest unoccupied orbital energy: 0.599 eV

Geometry as ORCA input:
```
! RIJCOSX wB97M-V def2-TZVPD def2/J DEFGRID3
* xyz 0 1
C 5.21 -2.02 -0.25
C 5.76 -0.73 -0.07
C 4.70 0.14 0.06
N 3.55 -0.59 -0.07
C 3.84 -1.92 -0.25
H 5.79 -2.90 -0.51
H 6.80 -0.47 -0.12
H 4.71 1.22 0.14
H 2.66 -0.13 -0.14
H 3.06 -2.65 -0.34
C -3.81 2.08 2.56
C -4.42 2.20 1.29
C -3.68 1.44 0.40
N -2.65 0.90 1.10
C -2.71 1.27 2.41
H -4.09 2.54 3.49
H -5.38 2.65 1.10
H -3.84 1.19 -0.63
H -1.97 0.26 0.72
H -1.98 0.94 3.13
C 0.11 -4.67 -2.76
C -0.20 -4.84 -1.38
C 0.94 -5.22 -0.75
N 1.91 -5.37 -1.71
C 1.39 -5.09 -2.95
H -0.54 -4.32 -3.55
H -1.16 -4.69 -0.92
H 1.22 -5.45 0.27
H 2.86 -5.61 -1.52
H 2.01 -5.11 -3.82
C -4.44 -4.23 1.39
C -5.23 -3.05 1.50
C -4.37 -2.01 1.77
N -3.11 -2.52 1.80
C -3.13 -3.86 1.58
H -4.79 -5.22 1.17
H -6.31 -3.04 1.46
H -4.58 -0.99 2.06
H -2.27 -1.96 1.81
H -2.26 -4.49 1.43
C -2.91 -1.67 -3.50
C -3.96 -0.73 -3.45
C -4.48 -0.77 -2.18
N -3.84 -1.77 -1.50
C -2.84 -2.27 -2.27
H -2.27 -1.91 -4.33
H -4.37 -0.16 -4.27
H -5.43 -0.36 -1.86
H -4.11 -2.08 -0.58
H -2.13 -2.97 -1.85
C -0.37 -1.61 0.30
C 0.27 -0.97 1.39
C 0.65 0.29 0.96
N 0.31 0.39 -0.37
C -0.30 -0.75 -0.78
H -0.62 -2.65 0.22
H 0.53 -1.36 2.36
H 1.19 1.11 1.40
H 0.62 1.16 -0.98
H -0.53 -0.92 -1.82
C 3.27 2.22 3.29
C 3.69 2.92 4.44
C 4.32 2.02 5.26
N 4.33 0.82 4.60
C 3.68 0.92 3.40
H 2.79 2.68 2.43
H 3.47 3.94 4.69
H 4.82 2.08 6.21
H 4.61 -0.05 5.02
H 3.54 0.08 2.74
C -0.65 6.10 0.51
C 0.21 4.96 0.47
C -0.57 3.87 0.79
N -1.84 4.30 1.03
C -1.90 5.66 0.83
H -0.41 7.11 0.24
H 1.26 4.94 0.22
H -0.37 2.82 0.71
H -2.68 3.76 1.19
H -2.84 6.17 0.78
C -1.65 1.88 -3.11
C -0.94 2.00 -4.28
C -0.84 3.26 -4.87
N -1.46 4.33 -4.40
C -2.18 4.19 -3.29
C -2.28 3.00 -2.58
H -1.79 0.94 -2.60
H -0.47 1.14 -4.75
H -0.18 3.43 -5.72
H -2.62 5.10 -2.88
H -2.79 2.96 -1.63
C 2.97 3.56 -4.22
C 3.33 2.25 -3.94
C 2.64 1.55 -2.96
N 1.65 2.07 -2.25
C 1.27 3.30 -2.56
C 1.97 4.11 -3.43
H 3.43 4.07 -5.05
H 4.15 1.77 -4.47
H 2.95 0.54 -2.69
H 0.44 3.78 -2.04
H 1.61 5.11 -3.62
C 1.76 -2.42 4.55
C 2.64 -2.56 3.49
C 2.35 -3.51 2.52
N 1.26 -4.29 2.56
C 0.44 -4.15 3.60
C 0.65 -3.24 4.63
H 1.93 -1.70 5.34
H 3.54 -1.97 3.38
H 2.98 -3.73 1.66
H -0.47 -4.74 3.54
H -0.06 -3.06 5.42
*
```

Record 9
This record from the Open Molecules 2025 dataset describes 2 unconnected molecules or ions with the total composition C2H2ClO2S2 in a non-equilibrium geometry. The level of theory is ωB97M-V with the def2-TZVPD basis set.

Energy above the lowest of the compared OMol25 structures with the same formula, charge and spin: 25.5 kcal per mole
Orbital gap: 0.2307 Eh
Lowest unoccupied orbital energy: 3.417 eV

Geometry as ORCA input:
```
! RIJCOSX wB97M-V def2-TZVPD def2/J DEFGRID3
* xyz -1 1
C 0.52 -1.81 -0.95
C -0.44 0.08 0.47
O -0.53 -2.24 -1.14
O 1.66 -1.65 -0.82
S -0.92 1.54 -0.39
S 0.76 0.43 1.84
Cl -1.94 -0.58 1.33
H -1.52 0.84 -1.19
H 1.81 -0.46 1.39
*
```

Record 10
This record from the Open Molecules 2025 dataset describes a molecular structure, C42H64N11Pm in a non-equilibrium geometry. The level of theory is ωB97M-V with the def2-TZVPD basis set.

Orbital gap (spin up / spin down): 0.2532 / 0.2577 Eh
Expectation value of S²: 6.0065
Lowest unoccupied orbital energy (spin up / spin down): -4.900 / -4.787 eV

Geometry as ORCA input:
```
! RIJCOSX wB97M-V def2-TZVPD def2/J DEFGRID3
* xyz 2 5
Pm 10.42 12.57 12.61
C 12.33 14.07 15.33
C 12.32 14.97 14.08
N 12.45 14.32 12.74
C 13.77 13.69 12.50
C 13.77 12.21 12.57
C 14.84 11.50 11.91
C 14.77 10.12 11.86
C 13.72 9.46 12.54
C 12.80 10.19 13.27
C 11.77 9.46 14.07
N 10.57 10.29 14.37
C 10.50 10.74 15.80
C 11.56 11.80 16.07
N 11.28 13.01 15.17
N 12.77 11.56 13.14
H 12.11 14.64 16.27
H 13.29 13.58 15.48
H 13.10 15.73 14.16
H 11.34 15.51 14.16
H 12.27 15.04 12.05
H 14.58 14.08 13.21
H 14.03 13.98 11.41
H 15.62 12.05 11.46
H 15.48 9.57 11.21
H 13.63 8.38 12.50
H 12.24 9.08 15.00
H 11.54 8.59 13.49
H 9.77 9.62 14.28
H 10.74 9.90 16.45
H 9.48 11.13 16.06
H 12.54 11.47 15.92
H 11.49 12.13 17.13
H 10.43 13.45 15.53
C 10.39 10.46 10.23
C 9.18 9.76 10.46
C 8.13 10.72 10.56
C 8.74 11.97 10.30
C 10.15 11.85 10.00
C 10.83 12.69 8.95
C 10.39 12.03 7.58
C 10.25 14.10 8.84
C 12.33 12.62 9.04
C 6.61 10.60 10.66
C 6.14 10.05 12.03
C 5.96 9.80 9.45
C 6.01 12.00 10.58
C 9.12 8.20 10.38
C 10.48 7.56 10.72
C 8.11 7.68 11.42
C 8.80 7.62 8.99
H 11.38 9.98 10.18
H 8.15 12.87 10.45
H 9.31 11.82 7.65
H 10.93 11.10 7.43
H 10.51 12.66 6.71
H 9.23 14.04 8.46
H 10.88 14.72 8.17
H 10.25 14.57 9.85
H 12.74 11.62 9.06
H 12.73 13.21 9.87
H 12.66 13.09 8.13
H 6.79 10.38 12.84
H 6.12 8.95 12.14
H 5.09 10.36 12.22
H 6.18 8.70 9.59
H 6.33 10.17 8.50
H 4.87 9.95 9.46
H 6.17 12.71 11.41
H 4.91 11.94 10.55
H 6.37 12.43 9.60
H 10.73 7.91 11.75
H 11.28 7.88 10.06
H 10.50 6.50 10.70
H 8.02 8.33 12.31
H 8.45 6.71 11.73
H 7.10 7.55 11.05
H 9.60 7.82 8.32
H 7.91 8.11 8.66
H 8.53 6.58 9.14
C 7.04 15.28 13.10
C 8.19 16.05 12.59
N 9.34 15.47 12.16
C 10.11 16.49 11.68
C 9.52 17.68 11.80
N 8.29 17.43 12.46
C 7.28 18.44 12.78
N 7.41 19.09 14.07
N 6.58 20.12 14.32
N 6.95 20.75 15.39
C 7.99 20.07 15.98
C 8.70 20.36 17.15
C 9.61 19.39 17.58
C 9.85 18.23 16.83
C 9.23 17.95 15.62
C 8.26 18.90 15.20
H 7.30 14.19 13.06
H 6.10 15.44 12.50
H 6.79 15.51 14.15
H 11.15 16.24 11.36
H 9.76 18.69 11.56
H 6.24 17.97 12.72
H 7.29 19.28 12.09
H 8.41 21.30 17.74
H 10.05 19.42 18.55
H 10.70 17.57 17.12
H 9.42 17.07 15.04
C 7.25 12.57 17.08
N 6.79 12.04 15.75
C 5.58 11.21 15.78
C 7.48 12.33 14.68
N 8.37 12.53 13.95
H 6.45 13.10 17.64
H 8.07 13.28 16.93
H 7.61 11.71 17.65
H 5.91 10.29 16.30
H 5.27 10.91 14.78
H 4.72 11.66 16.31
*
```

Record 11
This record from the Open Molecules 2025 dataset describes 13 unconnected molecules or ions with the total composition C19H64N6O13 in a non-equilibrium geometry. The level of theory is ωB97M-V with the def2-TZVPD basis set.

Energy above the lowest of the compared OMol25 structures with the same formula, charge and spin: 66.6 kcal per mole
Orbital gap: 0.3042 Eh
Lowest unoccupied orbital energy: 0.155 eV

Geometry as ORCA input:
```
! RIJCOSX wB97M-V def2-TZVPD def2/J DEFGRID3
* xyz 0 1
C 1.36 -4.70 -2.03
C 1.65 -3.23 -2.35
O 0.57 -2.36 -2.16
H 0.70 -5.07 -2.71
H 0.98 -4.72 -1.04
H 2.19 -5.36 -1.94
H 1.90 -3.20 -3.43
H 2.48 -2.81 -1.74
H 0.89 -1.46 -2.51
C -0.61 5.53 0.67
C -0.78 4.23 1.49
O 0.50 3.57 1.55
H -1.56 6.11 0.89
H -0.52 5.33 -0.39
H 0.25 6.06 1.05
H -1.62 3.63 1.15
H -1.18 4.59 2.50
H 0.80 3.36 0.69
C -0.04 -4.98 1.48
C 0.59 -3.61 1.54
O 0.24 -2.58 0.70
H -1.00 -4.88 2.01
H 0.47 -5.71 2.11
H -0.36 -5.33 0.62
H 1.65 -3.72 1.36
H 0.79 -3.22 2.61
H 0.56 -2.81 -0.15
C 2.59 -1.18 2.46
C 1.74 -0.17 3.12
O 1.73 1.01 2.41
H 3.57 -0.89 2.28
H 2.09 -1.39 1.52
H 2.72 -2.10 3.03
H 2.01 -0.09 4.15
H 0.76 -0.67 3.15
H 1.25 1.75 2.88
C -2.33 -4.53 -2.09
C -2.66 -3.58 -1.01
O -4.08 -3.44 -1.04
H -1.26 -4.67 -2.18
H -2.63 -4.05 -3.08
H -2.81 -5.45 -1.98
H -2.23 -2.66 -1.31
H -2.36 -3.89 -0.03
H -4.27 -2.70 -0.40
C 1.65 5.12 -2.05
C 2.51 3.83 -1.79
O 1.73 2.88 -0.98
H 1.69 5.83 -1.29
H 0.58 4.96 -2.27
H 2.00 5.74 -2.78
H 3.41 4.15 -1.26
H 2.83 3.43 -2.70
H 2.32 2.28 -0.56
C 4.03 0.67 -0.22
O 3.32 -0.40 -0.71
N 3.74 1.43 0.83
N 5.20 0.95 -0.76
H 2.90 1.15 1.42
H 4.47 2.13 1.17
H 5.35 0.46 -1.65
H 5.83 1.73 -0.50
C -4.57 -0.71 -0.54
O -5.79 -0.82 -1.17
N -3.59 -0.06 -1.08
N -4.24 -1.42 0.51
H -4.06 0.69 -1.70
H -2.61 -0.02 -0.76
H -4.98 -1.52 1.21
H -3.34 -1.54 1.10
C 1.86 0.55 -3.50
O 3.14 1.10 -3.57
N 1.57 -0.54 -4.17
N 0.97 1.01 -2.74
H 2.29 -1.07 -4.68
H 0.66 -0.80 -4.48
H 1.29 1.79 -2.13
H 0.08 0.56 -2.54
C -1.71 3.06 -2.33
O -2.08 1.86 -2.95
H -1.47 3.01 -1.27
H -2.41 3.82 -2.56
H -0.90 3.41 -2.93
H -1.20 1.56 -3.26
C -2.18 -1.43 3.42
O -2.32 -2.16 2.29
H -2.92 -0.62 3.48
H -1.29 -0.88 3.64
H -2.43 -2.00 4.37
H -1.53 -2.64 2.05
C -1.57 2.41 4.55
O -2.96 2.87 4.70
H -1.47 1.76 3.67
H -1.22 1.92 5.42
H -0.82 3.18 4.26
H -2.93 3.20 5.60
C -0.53 0.29 0.22
O -1.03 -0.52 -0.79
H 0.46 0.25 0.48
H -1.12 0.24 1.17
H -0.67 1.32 -0.14
H -0.68 -1.42 -0.55
*
```